Density functional theory data (ωB97M-V/def2-TZVPD) for a structure of composition C26H38BGe2O2Se4Tl.

The geometry in XYZ format:
```
74
Properties=species:S:1:pos:R:3:mulliken_charge:R:1
Tl -0.859 0.319 -0.862 0.514
C 3.077 -0.833 4.783 -1.121
C 2.206 0.038 3.877 -0.297
Ge 2.476 -0.223 1.952 0.452
C 4.312 0.122 1.389 -0.458
C 5.244 -1.080 1.553 -1.123
C 2.093 -2.109 1.670 -0.818
C 1.256 -2.916 1.012 0.579
Ge 0.018 -2.408 -0.416 -0.509
C -1.736 -3.288 -0.253 -0.507
C -1.786 -4.817 -0.275 -0.906
C 0.751 -2.485 -2.243 -0.206
C 1.358 -3.787 -2.762 -1.330
C 1.226 -4.353 1.417 -0.161
C 0.989 -4.675 2.754 -0.447
C 0.958 -5.998 3.171 -0.712
C 1.171 -7.019 2.255 -0.476
C 1.404 -6.709 0.923 -0.709
C 1.419 -5.387 0.505 0.193
H 2.862 -0.643 5.836 0.384
H 4.139 -0.634 4.628 0.258
H 2.914 -1.899 4.606 0.270
H 2.395 1.096 4.080 0.466
H 1.146 -0.137 4.081 -0.071
H 4.672 0.985 1.954 0.376
H 4.262 0.425 0.341 0.357
H 5.292 -1.428 2.587 0.243
H 6.262 -0.833 1.245 0.393
H 4.912 -1.920 0.940 0.259
H 2.728 -2.637 2.392 0.582
H -2.325 -2.882 -1.081 0.409
H -2.195 -2.907 0.663 0.359
H -1.311 -5.225 -1.170 0.212
H -2.822 -5.162 -0.267 0.400
H -1.286 -5.253 0.589 0.186
H 1.484 -1.678 -2.297 0.325
H -0.090 -2.182 -2.876 0.395
H 2.271 -4.044 -2.222 0.358
H 1.631 -3.681 -3.814 0.414
H 0.668 -4.629 -2.687 0.267
H 0.810 -3.872 3.460 0.488
H 0.766 -6.229 4.210 0.403
H 1.151 -8.053 2.576 0.395
H 1.569 -7.500 0.203 0.413
H 1.584 -5.156 -0.542 0.235
Se -2.951 0.651 2.600 -0.136
Se -1.462 1.119 4.229 -0.171
Se 1.149 1.493 1.018 -0.180
Se 1.750 1.252 -1.258 -0.552
C -1.779 5.716 -4.269 -1.582
C -2.985 5.802 -3.322 2.055
C -4.185 5.159 -4.017 -2.084
C -3.319 7.274 -3.051 -1.622
C -2.643 5.107 -2.003 0.359
C -1.558 5.574 -1.249 -0.407
C -1.169 5.001 -0.044 -1.553
C -1.915 3.930 0.388 0.972
O -1.749 3.163 1.526 -0.433
B -2.703 2.183 1.410 0.839
O -3.530 2.361 0.313 -0.626
C -2.984 3.455 -0.340 0.475
C -3.378 4.016 -1.534 -1.016
H -2.014 6.201 -5.219 0.444
H -1.517 4.676 -4.468 0.364
H -0.901 6.207 -3.850 0.326
H -4.386 5.684 -4.952 0.429
H -5.086 5.217 -3.404 0.403
H -3.998 4.111 -4.260 0.402
H -3.562 7.783 -3.986 0.445
H -2.482 7.801 -2.592 0.331
H -4.177 7.360 -2.381 0.384
H -0.986 6.414 -1.618 0.377
H -0.322 5.366 0.518 0.468
H -4.221 3.609 -2.070 0.560
```

2S+1: 1
Energy relative to the best compared isomer or geometry (same formula, charge and spin) (kcal per mole): 7.2
E_tot (a.u.): -15120.98726
Orbital gap (alpha / beta) (eV): 6.1 / 5.0
Lowest unoccupied orbital energy (alpha / beta) (eV): -1.422 / -2.015
HOMO level (alpha / beta) (eV): -7.52 / -7.00

Density functional theory data (ωB97M-V/def2-TZVPD) for a structure of composition C26H38BrNOP2Sn in a non-equilibrium geometry.

The geometry in XYZ format:
```
70
Properties=species:S:1:pos:R:3:nbo_charge:R:1
C 2.247 1.401 -8.110 -0.159
C 1.793 2.611 -7.541 -0.236
C 1.819 3.753 -8.367 -0.165
C 2.305 3.648 -9.672 0.064
N 2.730 2.498 -10.180 -0.279
C 2.703 1.400 -9.437 0.066
C 1.400 2.699 -6.147 0.098
C 1.413 2.143 -4.979 -0.303
C 1.761 1.468 -3.760 -0.173
C 1.091 0.314 -3.302 -0.112
C 1.154 -0.043 -1.957 -0.217
C 2.009 0.660 -1.075 -0.044
C 2.831 1.676 -1.584 -0.200
C 2.749 2.043 -2.922 -0.146
Sn 0.425 4.013 -4.448 1.501
P -2.510 0.755 -0.668 1.316
H 1.484 4.713 -7.983 0.220
H 2.264 0.471 -7.548 0.239
H 2.337 4.526 -10.309 0.247
H 3.050 0.480 -9.906 0.253
H 3.441 2.777 -3.349 0.264
H 0.520 -0.279 -4.016 0.269
H 3.525 2.206 -0.924 0.264
H 0.515 -0.838 -1.584 0.266
C -3.408 0.787 0.955 -0.743
C -4.839 1.310 1.002 -0.622
H -2.769 1.422 1.590 0.246
H -3.356 -0.227 1.377 0.273
H -5.253 1.116 1.999 0.283
H -4.891 2.389 0.833 0.218
H -5.499 0.817 0.282 0.232
C -3.385 2.013 -1.684 -0.767
C -3.300 1.798 -3.194 -0.625
H -2.927 2.982 -1.424 0.226
H -4.433 2.064 -1.360 0.302
H -3.491 2.745 -3.714 0.241
H -2.314 1.437 -3.515 0.184
H -4.048 1.080 -3.548 0.260
C -3.162 -0.825 -1.391 -0.734
C -4.667 -1.036 -1.460 -0.619
H -2.698 -1.636 -0.813 0.261
H -2.727 -0.872 -2.402 0.242
H -4.863 -1.968 -2.003 0.282
H -5.117 -1.145 -0.470 0.238
H -5.194 -0.239 -1.994 0.219
Br 2.141 0.224 0.729 0.289
P 0.308 5.495 -0.044 1.447
C -1.410 4.847 -0.252 -0.731
C -2.439 5.629 0.578 -0.633
H -1.401 3.783 0.037 0.247
H -1.646 4.902 -1.326 0.231
H -3.459 5.354 0.272 0.255
H -2.336 5.417 1.652 0.244
H -2.326 6.712 0.433 0.249
C 0.955 4.340 1.262 -0.716
C 1.952 5.031 2.207 -0.630
H 1.397 3.448 0.790 0.254
H 0.072 4.019 1.842 0.261
H 2.313 4.313 2.956 0.265
H 2.822 5.429 1.669 0.228
H 1.477 5.861 2.748 0.249
C 1.225 5.090 -1.580 -0.762
C 1.236 6.331 -2.487 -0.654
H 0.753 4.192 -2.041 0.188
H 2.246 4.802 -1.311 0.276
H 1.832 6.152 -3.392 0.220
H 0.222 6.615 -2.802 0.231
H 1.657 7.196 -1.960 0.292
O -0.611 -1.573 1.561 -0.394
C -0.699 -0.809 0.712 0.464
```

2S+1: 1
Energy relative to the best compared isomer or geometry (same formula, charge and spin) (kcal per mole): 82.5
Total charge: +4
E_tot (a.u.): -4612.73504
Orbital gap (alpha / beta) (eV): 4.1 / 4.1
Lowest unoccupied orbital energy (alpha / beta) (eV): -14.924 / -14.846
HOMO level (alpha / beta) (eV): -18.98 / -18.98

Density functional theory data (ωB97M-V/def2-TZVPD) for a cluster of 12 separate species, C26H38Cl22O3 in total in a non-equilibrium geometry.

The geometry in XYZ format:
```
89
Properties=species:S:1:pos:R:3:mulliken_charge:R:1
C -0.303 0.655 1.289 -0.865
C -0.090 -0.631 0.382 0.718
C -0.092 -0.203 -1.129 -0.441
C 0.072 -1.383 -2.163 -0.685
C 0.284 -2.797 -1.536 0.041
C 1.729 -3.163 -1.135 0.544
C 2.908 -2.459 -0.943 0.138
C 3.114 -0.949 -1.105 0.479
C 3.323 -0.318 -2.419 -0.065
C 3.545 1.113 -2.598 0.061
C 3.598 1.985 -1.431 0.254
C 3.403 1.387 -0.104 -0.648
C 3.163 -0.046 0.049 -0.060
C 3.969 -3.536 -0.516 0.099
O 5.102 -3.316 -0.233 -0.516
O 3.418 -4.835 -0.477 -0.340
C 2.065 -4.652 -0.802 -0.315
O 1.190 -5.466 -0.824 -0.548
H -1.178 1.220 0.870 0.107
H 0.632 1.268 1.157 0.125
H -0.482 0.388 2.363 0.298
H 0.783 -1.248 0.702 -0.677
H -1.029 -1.246 0.539 0.320
H -1.003 0.401 -1.394 0.590
H 0.780 0.504 -1.272 -0.111
H 0.870 -1.217 -2.939 0.145
H -0.890 -1.430 -2.752 0.487
H -0.020 -3.553 -2.324 -0.015
H -0.398 -3.023 -0.666 0.139
H 3.303 -0.961 -3.337 0.364
H 3.676 1.481 -3.645 -0.089
H 3.777 3.078 -1.596 -0.325
H 3.454 2.083 0.765 0.428
H 3.037 -0.462 1.076 0.311
Cl 2.688 5.621 0.381 -0.034
C 3.554 6.408 -0.935 -0.522
Cl 3.788 5.290 -2.290 -0.132
H 2.979 7.264 -1.278 0.316
H 4.525 6.735 -0.574 0.369
Cl 2.264 4.151 3.318 -0.057
C 2.783 5.579 4.219 -0.370
Cl 1.413 6.616 4.635 -0.161
H 3.272 5.258 5.135 0.345
H 3.480 6.146 3.607 0.241
Cl -1.522 -3.676 -4.202 -0.116
C -2.423 -5.195 -4.131 -0.318
Cl -3.966 -4.989 -3.294 -0.130
H -2.614 -5.539 -5.143 0.326
H -1.828 -5.931 -3.596 0.271
Cl -3.298 6.299 2.754 -0.175
C -1.583 6.175 2.344 -0.074
Cl -1.187 4.578 1.703 -0.023
H -1.345 6.924 1.593 0.266
H -0.993 6.349 3.239 -0.001
Cl -0.520 7.407 -4.006 -0.169
C -0.139 5.759 -3.490 -0.271
Cl 0.064 5.663 -1.738 -0.046
H -0.951 5.101 -3.787 0.297
H 0.786 5.446 -3.968 0.191
Cl 2.173 -3.266 2.143 -0.021
C 2.630 -4.897 2.656 -0.362
Cl 2.844 -4.985 4.408 -0.175
H 1.846 -5.590 2.361 0.316
H 3.564 -5.169 2.172 0.280
Cl 4.795 0.164 -7.174 -0.154
C 5.296 1.608 -6.289 -0.290
Cl 3.910 2.633 -5.893 -0.157
H 5.784 1.305 -5.366 0.262
H 5.988 2.176 -6.904 0.326
Cl -3.483 1.471 2.167 -0.090
C -4.469 0.044 1.829 0.377
Cl -4.919 -0.036 0.118 -0.165
H -3.896 -0.846 2.086 -0.473
H -5.374 0.090 2.429 0.362
Cl -1.728 -0.952 5.321 -0.167
C -2.708 -2.383 4.986 -0.033
Cl -3.171 -2.458 3.281 -0.153
H -2.134 -3.271 5.233 0.356
H -3.608 -2.344 5.591 -0.048
Cl -7.911 -1.347 -2.740 -0.155
C -7.505 -2.997 -2.253 0.010
Cl -7.302 -3.120 -0.502 -0.125
H -8.306 -3.663 -2.562 0.300
H -6.575 -3.287 -2.736 -0.028
Cl -6.204 -3.688 4.984 -0.112
C -6.224 -4.146 6.693 -0.266
Cl -4.610 -4.064 7.411 -0.146
H -6.882 -3.469 7.231 0.274
H -6.593 -5.165 6.779 0.285
```

2S+1: 1
Structure (SMILES): CCCCCC1=C(c2ccccc2)C(=O)OC1=O.ClCCl.ClCCl.ClCCl.ClCCl.ClCCl.ClCCl.ClCCl.ClCCl.ClCCl.ClCCl.ClCCl
E_tot (a.u.): -11363.36620
Orbital gap (eV): 8.9
Lowest unoccupied orbital energy (eV): -0.232
HOMO level (eV): -9.10